102
Properties=species:S:1:pos:R:3:mulliken_charge:R:1 method="wB97M-V/def2-TZVPD" total_energy_ev=-270595.883 total_charge=+1 gap_ha=0.1838 spin_multiplicity=1 homo_energy_ev=-10.231 lumo_energy_ev=-5.23
C 6.002 -2.176 -0.823 -0.43
C 6.170 -3.765 -1.034 0.26
O 7.367 -3.930 -1.840 -0.52
C 4.881 -4.471 -1.654 -0.67
O 4.000 -5.069 -0.630 -0.39
C 3.291 -3.980 -0.110 0.47
C 3.681 -3.404 1.221 -0.43
N 3.172 -2.345 1.932 -1.08
N 2.196 -1.788 1.229 0.55
C 1.640 -2.122 0.016 0.83
C 0.457 -1.284 -0.626 -0.90
Br 1.042 -0.466 -2.368 0.10
C -0.130 -0.103 0.251 -0.43
C 0.910 1.130 0.381 -0.99
Br -1.728 0.599 -0.753 -0.07
C 2.119 -3.301 -0.805 0.07
P 1.474 -3.931 -2.457 0.42
O -0.225 -3.712 -2.578 -0.47
Br 1.677 -6.214 -2.570 -0.16
H 4.917 -1.883 -1.044 0.12
H 6.123 -1.992 0.301 0.17
H 6.724 -1.562 -1.436 0.17
H 6.371 -4.290 -0.038 0.13
H 7.100 -4.327 -2.692 0.34
H 5.195 -5.306 -2.361 0.32
H 4.331 -3.709 -2.301 0.41
H 4.555 -3.920 1.742 0.43
H 1.801 -0.955 1.706 0.23
H -0.396 -2.028 -0.784 0.57
H -0.531 -0.443 1.252 0.56
H 1.961 0.839 0.044 0.34
H 1.006 1.391 1.494 0.21
H 0.549 2.062 -0.144 0.50
H -0.585 -4.297 -1.867 0.36
C 9.257 2.916 -3.764 -1.39
C 8.891 2.331 -2.403 0.35
C 8.769 0.794 -2.407 -0.78
O 7.556 0.305 -2.973 -0.23
C 7.568 0.198 -4.387 -0.82
N 7.659 2.971 -1.925 -0.73
H 8.421 2.901 -4.465 0.28
H 9.565 3.959 -3.657 0.36
H 10.091 2.369 -4.213 0.35
H 9.701 2.592 -1.713 0.41
H 8.764 0.455 -1.366 0.35
H 9.637 0.323 -2.883 0.44
H 8.550 -0.094 -4.770 0.36
H 7.246 1.137 -4.841 0.26
H 6.845 -0.569 -4.672 0.24
H 7.466 2.643 -0.981 0.25
H 6.888 2.590 -2.473 0.32
C 5.004 1.225 5.298 -1.54
C 4.008 0.528 4.375 0.39
C 3.545 1.408 3.196 0.05
O 2.576 2.386 3.542 -0.38
C 3.114 3.586 4.080 -0.70
N 2.874 0.049 5.174 -0.67
H 4.531 1.975 5.934 0.30
H 5.478 0.497 5.961 0.37
H 5.795 1.713 4.722 0.35
H 4.519 -0.344 3.951 0.34
H 3.052 0.756 2.464 -0.43
H 4.396 1.867 2.679 0.48
H 4.070 3.851 3.620 0.34
H 3.222 3.501 5.162 0.24
H 2.403 4.391 3.882 0.27
H 2.254 -0.491 4.573 0.24
H 2.314 0.864 5.425 0.34
C -5.783 1.680 -3.528 -1.56
C -5.392 1.038 -2.200 0.51
C -6.594 0.492 -1.405 -0.75
O -7.348 1.489 -0.729 -0.37
C -8.318 2.140 -1.535 -0.74
N -4.615 2.004 -1.413 -0.67
H -6.248 2.658 -3.399 0.28
H -4.898 1.828 -4.152 0.38
H -6.475 1.042 -4.082 0.36
H -4.742 0.187 -2.435 0.36
H -6.205 -0.163 -0.618 0.29
H -7.244 -0.129 -2.033 0.49
H -8.769 1.462 -2.265 0.33
H -7.876 3.002 -2.037 0.28
H -9.106 2.512 -0.877 0.26
H -4.284 1.544 -0.568 0.20
H -5.269 2.704 -1.063 0.31
C -12.586 0.961 1.361 -1.34
C -12.278 0.240 2.671 0.36
C -10.770 0.126 2.969 -0.67
O -10.102 -0.886 2.225 -0.43
C -9.703 -0.491 0.923 -0.60
N -12.929 -1.075 2.654 -0.73
H -12.374 0.347 0.485 0.26
H -13.645 1.227 1.316 0.35
H -12.008 1.886 1.279 0.32
H -12.726 0.832 3.476 0.40
H -10.656 -0.161 4.019 0.35
H -10.263 1.092 2.854 0.36
H -9.396 0.557 0.885 0.27
H -10.506 -0.681 0.208 0.24
H -8.850 -1.109 0.631 0.27
H -12.795 -1.517 3.561 0.27
H -12.396 -1.668 2.018 0.31

***

103
Properties=species:S:1:pos:R:3:mulliken_charge:R:1 method="wB97M-V/def2-TZVPD" total_energy_ev=-93104.604 total_charge=+1 gap_ha=0.2800 relative_energy_kcal_mol=25.0 spin_multiplicity=1 homo_energy_ev=-9.232 lumo_energy_ev=-1.61
Y 0.237 -1.133 -0.003 -0.25
N 1.163 -1.772 -2.298 -0.51
C 2.019 -0.613 -2.657 -0.35
C 1.195 0.649 -2.757 -0.89
N 0.421 0.929 -1.520 0.28
C 0.855 2.120 -0.746 -0.90
C 1.738 1.750 0.423 -0.31
N 0.986 0.842 1.312 0.14
H 1.768 -2.555 -2.057 0.23
H 0.595 -2.064 -3.089 0.22
H 2.548 -0.771 -3.600 0.61
H 2.761 -0.514 -1.866 0.13
H 0.489 0.570 -3.582 0.38
H 1.847 1.493 -2.996 0.36
H -0.542 1.086 -1.792 -0.22
H -0.053 2.600 -0.371 0.24
H 1.355 2.845 -1.392 0.50
H 2.035 2.674 0.924 0.52
H 2.640 1.237 0.085 0.24
H 0.237 1.356 1.778 -0.51
H 1.606 0.492 2.038 0.15
C -4.173 -2.336 2.468 -0.97
N -3.163 -2.897 1.580 1.17
C -3.505 -4.209 1.052 -1.03
P -1.640 -2.331 1.680 -0.12
O -1.561 -0.820 1.444 0.04
O -0.793 -3.018 0.600 -0.93
P 2.351 -2.578 1.480 0.90
O 2.255 -1.505 0.269 -0.63
N 3.647 -1.990 2.386 0.38
C 4.372 -0.784 2.048 -0.92
C 3.612 -2.278 3.806 -1.01
N 3.068 -3.925 0.697 0.14
C 4.170 -4.661 1.296 -1.10
C 2.121 -4.818 0.048 -0.94
N -0.999 -2.593 3.165 0.97
C -1.249 -1.666 4.260 -0.84
C -0.858 -3.982 3.582 -1.15
H -5.112 -2.193 1.931 0.36
H -3.869 -1.360 2.846 0.10
H -4.361 -2.999 3.319 0.25
H -4.388 -4.134 0.412 0.29
H -3.731 -4.908 1.863 0.28
H -2.691 -4.612 0.456 0.23
H 4.306 -0.575 0.985 0.16
H 5.431 -0.878 2.303 0.36
H 3.987 0.087 2.603 0.28
H 2.993 -3.152 4.014 0.37
H 3.205 -1.435 4.384 0.27
H 4.610 -2.499 4.191 0.32
H 4.865 -3.987 1.789 0.32
H 4.722 -5.201 0.523 0.35
H 3.818 -5.407 2.023 0.32
H 1.183 -4.313 -0.191 0.08
H 1.852 -5.672 0.686 0.33
H 2.541 -5.223 -0.876 0.36
H -1.354 -0.651 3.880 -0.01
H -0.401 -1.690 4.950 0.44
H -2.149 -1.930 4.830 0.25
H -0.638 -4.617 2.725 0.33
H -1.757 -4.356 4.083 0.26
H -0.016 -4.070 4.270 0.34
Te -2.695 -0.878 -1.359 0.51
C -3.088 -0.952 -3.407 0.35
C -4.410 -1.067 -3.830 -0.74
C -4.704 -1.135 -5.187 -0.65
C -3.682 -1.101 -6.124 -0.61
C -2.361 -1.003 -5.709 -0.68
C -2.066 -0.932 -4.352 0.21
H -5.218 -1.105 -3.112 0.59
H -5.735 -1.219 -5.507 0.44
H -3.916 -1.157 -7.179 0.38
H -1.562 -0.986 -6.439 0.45
H -1.037 -0.865 -4.034 -0.11
C -0.528 2.132 5.514 -0.92
N -1.904 1.941 5.070 0.27
C -2.938 1.451 5.863 -0.27
C -4.043 1.413 5.099 -0.72
N -3.659 1.874 3.851 0.06
C -2.347 2.203 3.821 0.03
S -1.495 2.802 2.477 -0.45
H -0.532 2.473 6.546 0.37
H -0.072 2.885 4.877 0.36
H 0.032 1.201 5.435 0.24
H -2.789 1.188 6.894 0.48
H -5.050 1.116 5.328 0.45
H -4.247 1.994 3.041 0.18
C -4.489 3.666 -0.562 -1.06
Si -4.629 1.893 -1.018 0.17
C -5.486 0.960 0.327 -0.56
C -5.529 1.728 -2.630 -1.20
C -2.888 1.227 -1.154 -0.36
H -5.477 4.078 -0.331 0.36
H -4.079 4.249 -1.391 0.34
H -3.836 3.800 0.305 0.27
H -6.433 1.436 0.596 0.46
H -4.841 0.908 1.212 -0.27
H -5.697 -0.070 0.029 0.30
H -6.042 2.664 -2.866 0.47
H -6.282 0.936 -2.604 0.31
H -4.846 1.506 -3.453 0.34
H -2.373 1.679 -2.008 0.71
H -2.362 1.492 -0.228 -0.18

***

98
Properties=species:S:1:pos:R:3:mulliken_charge:R:1 method="wB97M-V/def2-TZVPD" total_energy_ev=-57371.068 total_charge=0 gap_ha=0.2929 spin_multiplicity=1 homo_energy_ev=-7.949 lumo_energy_ev=0.02
C -2.551 0.956 0.292 -0.94
C -1.492 2.040 0.636 -0.67
B -0.363 2.179 -0.480 0.51
O -0.772 2.021 -1.808 -0.86
P 1.470 2.596 0.108 0.78
C 1.659 3.942 -1.206 -0.95
C 0.947 5.191 -0.733 0.47
O 0.461 5.295 0.318 -0.42
O 0.891 6.246 -1.600 -0.51
C 2.044 0.807 -0.036 -0.56
C 1.644 0.152 -1.331 0.38
O 2.117 0.438 -2.342 -0.52
O 0.669 -0.774 -1.223 -0.47
C 3.207 3.071 0.850 -0.64
C 3.176 4.375 1.644 0.32
O 3.885 5.237 1.430 -0.47
F 2.291 4.517 2.633 -0.33
H -3.278 1.357 -0.413 0.29
H -2.063 0.099 -0.173 0.20
H -3.081 0.683 1.204 0.35
H -1.073 1.925 1.637 0.43
H -2.012 3.013 0.617 0.31
H -1.389 2.702 -2.104 0.32
H 0.910 2.987 1.369 -0.14
H 1.221 3.697 -2.176 0.48
H 2.691 4.251 -1.392 0.58
H -0.035 6.458 -1.777 0.37
H 1.742 0.216 0.832 0.43
H 3.134 0.796 -0.011 0.30
H 0.069 -0.635 -1.974 0.33
H 3.964 3.206 0.078 0.36
H 3.551 2.316 1.565 0.25
C -3.503 -2.786 -6.055 -1.39
C -2.041 -3.143 -5.832 -0.36
N -1.613 -3.006 -4.451 0.25
C -0.170 -3.089 -4.286 -0.37
C 0.519 -4.415 -4.624 -1.22
C -2.400 -3.735 -3.469 -0.57
C -2.514 -5.257 -3.624 -1.08
H -3.718 -1.775 -5.706 0.31
H -3.734 -2.831 -7.121 0.43
H -4.177 -3.479 -5.549 0.28
H -1.440 -2.465 -6.444 0.44
H -1.862 -4.156 -6.223 0.26
H 0.085 -2.813 -3.259 0.01
H 0.280 -2.307 -4.907 0.50
H 0.355 -5.166 -3.852 0.27
H 1.599 -4.258 -4.685 0.44
H 0.194 -4.821 -5.582 0.27
H -3.411 -3.319 -3.468 0.39
H -2.015 -3.508 -2.471 0.24
H -2.692 -5.558 -4.658 0.25
H -3.353 -5.623 -3.029 0.39
H -1.624 -5.770 -3.264 0.30
C -6.169 -1.547 -0.242 -1.38
C -6.214 -1.625 1.276 -0.40
N -6.683 -0.405 1.907 0.18
C -6.475 -0.388 3.347 -0.66
C -7.237 -1.411 4.197 -1.01
C -7.972 0.088 1.453 -0.74
C -9.187 -0.837 1.593 -0.98
H -5.555 -0.707 -0.572 0.24
H -5.732 -2.462 -0.646 0.43
H -7.163 -1.444 -0.680 0.32
H -5.196 -1.823 1.625 0.45
H -6.816 -2.500 1.566 0.25
H -6.695 0.615 3.723 0.41
H -5.405 -0.529 3.528 0.32
H -8.287 -1.142 4.312 0.22
H -6.808 -1.441 5.202 0.42
H -7.178 -2.420 3.787 0.27
H -7.877 0.364 0.399 0.37
H -8.185 1.033 1.959 0.38
H -8.966 -1.863 1.294 0.26
H -9.996 -0.479 0.953 0.37
H -9.573 -0.850 2.611 0.28
C 8.571 -0.978 1.757 -1.49
C 7.617 0.192 1.951 -0.15
N 7.387 0.530 3.344 0.09
C 6.286 1.460 3.533 -0.81
C 6.427 2.874 2.959 -0.68
C 8.576 0.797 4.136 -0.72
C 9.508 1.925 3.677 -0.96
H 8.222 -1.861 2.294 0.34
H 8.633 -1.229 0.697 0.44
H 9.582 -0.743 2.094 0.31
H 6.658 -0.089 1.505 0.30
H 7.990 1.050 1.372 0.24
H 6.066 1.535 4.601 0.33
H 5.390 1.005 3.094 0.40
H 7.094 3.490 3.560 0.30
H 5.451 3.363 2.959 0.16
H 6.788 2.876 1.929 0.26
H 9.162 -0.125 4.189 0.42
H 8.275 0.983 5.170 0.34
H 9.678 1.913 2.599 0.24
H 10.481 1.816 4.160 0.37
H 9.127 2.907 3.955 0.29

***

101
Properties=species:S:1:pos:R:3:mulliken_charge:R:1 method="wB97M-V/def2-TZVPD" total_energy_ev=-69150.552 total_charge=-1 gap_ha=0.2386 spin_multiplicity=1 homo_energy_ev=-4.310 lumo_energy_ev=2.18
C -2.120 0.446 -0.695 0.12
C -1.670 1.304 0.060 -1.74
C -0.945 2.359 1.004 1.48
C -1.985 3.566 1.085 -0.38
C -2.632 3.915 -0.353 -0.49
O -3.962 3.369 -0.510 -0.58
C -1.036 1.611 2.456 -0.10
O -1.517 2.152 3.475 -0.61
O -0.573 0.364 2.485 -0.77
N 0.452 2.634 0.744 0.56
C 1.052 3.918 1.072 -1.24
I 0.908 4.546 3.174 0.07
C 0.724 5.135 0.051 0.19
C 2.027 5.569 -0.752 -1.14
P 1.267 1.978 -0.646 -0.16
C 0.377 2.431 -2.275 -0.77
O 1.185 0.262 -0.689 -0.22
H -2.401 -0.573 -1.068 0.41
H -1.565 4.539 1.465 0.18
H -2.887 3.337 1.741 0.45
H -2.760 5.055 -0.378 0.28
H -1.926 3.675 -1.205 0.30
H -3.945 2.937 -1.390 0.34
H 2.177 3.777 0.938 0.68
H 0.330 6.002 0.681 0.42
H -0.090 4.881 -0.684 -0.06
H 2.948 5.508 -0.091 0.30
H 1.902 6.580 -1.243 0.35
H 2.173 4.785 -1.571 0.23
H 1.081 2.101 -3.114 0.36
H -0.575 1.846 -2.424 0.05
H 0.251 3.544 -2.402 0.33
H 1.744 -0.083 0.038 0.17
C -2.577 -2.701 -5.587 -1.34
C -2.743 -1.199 -5.796 0.31
C -1.411 -0.424 -5.766 -0.77
O -0.881 -0.225 -4.465 -0.24
C -0.153 -1.327 -3.945 -0.54
N -3.692 -0.681 -4.804 -0.74
H -2.383 -2.961 -4.545 0.16
H -3.489 -3.227 -5.880 0.43
H -1.758 -3.095 -6.195 0.32
H -3.178 -1.059 -6.792 0.44
H -1.598 0.580 -6.161 0.35
H -0.662 -0.883 -6.424 0.37
H 0.397 -1.862 -4.724 0.35
H -0.821 -2.005 -3.416 0.15
H 0.563 -0.938 -3.216 0.11
H -3.875 0.299 -5.008 0.29
H -3.209 -0.654 -3.907 0.28
C 4.837 -3.111 -0.349 -1.41
C 4.691 -1.605 -0.541 0.51
C 6.033 -0.846 -0.500 -0.77
O 6.567 -0.668 0.806 -0.39
C 7.279 -1.784 1.308 -0.65
N 3.748 -1.087 0.455 -0.56
H 5.026 -3.386 0.690 0.26
H 3.919 -3.622 -0.648 0.29
H 5.652 -3.508 -0.961 0.34
H 4.259 -1.447 -1.535 0.31
H 5.858 0.164 -0.884 0.35
H 6.776 -1.308 -1.163 0.46
H 7.820 -2.317 0.520 0.29
H 6.601 -2.462 1.830 0.23
H 8.003 -1.418 2.040 0.25
H 3.580 -0.101 0.262 0.25
H 4.229 -1.077 1.354 0.23
C -2.169 2.688 6.519 -1.38
C -2.265 2.934 8.022 0.59
C -3.518 2.311 8.667 -0.73
O -4.721 3.034 8.431 -0.41
C -5.332 2.765 7.180 -0.64
N -2.188 4.379 8.277 -0.74
H -2.848 3.320 5.946 0.11
H -1.161 2.905 6.162 0.37
H -2.386 1.646 6.276 0.31
H -1.392 2.459 8.483 0.39
H -3.379 2.324 9.754 0.36
H -3.636 1.259 8.381 0.38
H -5.202 1.724 6.873 0.30
H -4.941 3.439 6.415 0.26
H -6.401 2.968 7.280 0.25
H -2.155 4.532 9.284 0.26
H -3.082 4.783 8.002 0.32
C -1.274 -6.166 -2.986 -1.50
C -0.007 -5.739 -3.720 0.07
C 1.272 -6.417 -3.190 -0.78
O 1.754 -5.882 -1.965 -0.25
C 1.109 -6.383 -0.806 -0.71
N 0.098 -4.276 -3.674 -0.34
H -1.366 -5.702 -2.003 0.30
H -2.159 -5.877 -3.557 0.34
H -1.305 -7.251 -2.855 0.39
H -0.124 -6.040 -4.767 0.39
H 2.070 -6.243 -3.918 0.32
H 1.149 -7.505 -3.116 0.44
H 0.824 -7.434 -0.915 0.32
H 0.236 -5.774 -0.566 0.26
H 1.808 -6.296 0.029 0.24
H 0.889 -3.986 -4.245 0.25
H 0.381 -4.023 -2.726 0.29